DFT (ωB97M-V/def2-TZVPD) results for a molecular structure, C29H24ClN5O7W at a distorted geometry.

Output
spin multiplicity: 1
max |F|: 2.67 eV/A
frontier orbital gap: 3.80 eV
HOMO energy: -12.5931 eV
net charge: +2
E_LUMO: -8.79 eV

Geometry as XYZ:
```
67
C29H24ClN5O7W (ωB97M-V/def2-TZVPD)
W 0.66530 -0.28560 -0.70260
Cl 4.37160 -8.87720 1.79610
O 1.02370 -4.88340 -0.89850
O 2.57670 -0.30450 -0.86670
O 0.61130 -1.72830 -2.21420
O 2.73200 2.83320 0.71870
O 3.59160 -1.84470 -2.10670
O -2.79300 0.41660 -2.79300
O 1.25420 -2.28600 -0.23810
N 1.18980 -0.26470 1.50660
N -0.97390 0.71130 -1.36920
N 0.93180 1.61770 -0.12370
N 1.34790 0.70130 -2.87070
N -1.25630 -1.58680 -0.31080
C 3.26190 -5.85100 -0.54120
C -3.41770 -1.97490 -1.34500
C 3.04580 -0.78020 -1.99550
C 1.29270 -6.62900 0.63890
C -1.43600 -2.74390 0.35820
C 3.43220 -7.68000 1.00490
C -0.35630 4.85620 -1.47990
C 1.44010 -4.01300 -1.91010
C -3.59850 -3.13620 -0.60890
C -2.25330 -1.24320 -1.16950
C 2.04510 -1.27480 3.51200
C 2.00420 1.87360 0.70550
C 1.90000 -5.76520 -0.29070
C -1.47240 4.35570 -2.13220
C 0.51680 4.00570 -0.81710
C -2.06530 0.05430 -1.90060
C -1.73010 2.99190 -2.17610
C 1.12090 -2.61840 -1.44590
C 0.25510 2.64050 -0.82390
C 2.11520 0.71900 1.67400
C 2.70260 0.17210 -3.16370
C 4.02710 -6.80860 0.10070
C -0.86300 2.12300 -1.52370
C -2.57550 -3.52290 0.24900
C 1.15510 -1.21920 2.45300
C 3.04090 0.73260 2.70410
C 2.07020 -7.57870 1.27340
C 3.03560 -0.30720 3.62300
C -0.17570 -6.51790 0.90750
H 0.89670 -4.23180 -2.83600
H 2.51890 -4.07460 -2.11690
H -0.49210 -7.26940 1.62310
H -2.58720 2.61170 -2.70750
H 0.36020 -1.94850 2.37730
H 2.74780 -0.38220 -4.10370
H 1.61500 -8.25770 1.97690
H -0.41320 -5.53200 1.30460
H -0.62160 -3.07790 0.98950
H 3.73130 1.56270 2.76000
H -4.14840 -1.60610 -2.05150
H -2.65650 -4.42340 0.83790
H 0.70390 0.43090 -3.62330
H 1.94830 -2.06390 4.23950
H 3.45630 0.96750 -3.18310
H 5.08190 -6.88320 -0.10430
H -0.73480 -6.65230 -0.01660
H 3.76050 -5.19020 -1.23520
H -0.16650 5.91710 -1.47470
H 1.37710 4.39560 -0.29810
H 1.36520 1.72620 -2.87320
H 3.77140 -0.35130 4.40880
H -4.49870 -3.72440 -0.70470
H -2.15810 5.03620 -2.60890
```

---

DFT (ωB97M-V/def2-TZVPD) results for a single C5H8N4 molecule at a distorted geometry.

Output
spin multiplicity: 1
max |F|: 4.97 eV/A
frontier orbital gap: 9.63 eV
HOMO energy: -8.9056 eV
net charge: 0
ΔE to the lowest compared entry with this formula, charge and spin: 1.8876 eV
E_LUMO: 0.72 eV

Geometry as XYZ:
```
17
C5H8N4 (ωB97M-V/def2-TZVPD)
N 2.53094 -0.86079 0.58636
N -0.00254 -1.41353 -0.23687
N 0.43444 -0.13781 -0.14810
N 2.02306 1.49162 -0.23787
C -1.32679 -1.22681 -0.38032
C -3.18145 0.65581 0.28958
C 1.83236 0.11172 0.11264
C -1.80750 0.04983 0.02992
C -0.56250 0.73168 0.03222
H -2.86994 1.66838 0.81294
H -2.03302 -2.00500 -0.51020
H 1.73939 1.44772 -1.30955
H -3.78234 0.68483 -0.53953
H 3.57960 -0.96678 0.50104
H 3.08023 1.62440 -0.34397
H -0.58231 1.89700 0.06477
H -3.75768 0.15962 1.07563
```

---

DFT (ωB97M-V/def2-TZVPD) results for a molecular structure, C14H30AuNO3P2 at a distorted geometry.

Output
spin multiplicity: 3
max |F|: 2.67 eV/A
frontier orbital gap (spin up / spin down): 8.91 / 5.68 eV
HOMO energy (spin up / spin down): -15.2539 / -15.2419 eV
net charge: +2
E_LUMO (spin up / spin down): -6.34 / -9.56 eV

Geometry as XYZ:
```
51
C14H30AuNO3P2 (ωB97M-V/def2-TZVPD)
Au 0.41274 -0.56083 -0.53609
P -1.87328 -0.52294 -1.05081
P 2.14335 0.78401 0.33134
O -0.59288 1.95541 -3.11027
O 1.46362 0.53027 -3.15824
O 0.51073 -1.73947 1.33794
N -0.52466 1.68841 0.35231
C 1.45401 1.69046 1.76252
C -2.53114 -1.26900 -2.54822
C 3.53449 -0.19145 0.91805
C -2.48526 2.97963 0.73290
C -0.57696 3.19184 2.18941
C -2.29802 1.24689 -1.17303
C -1.76958 2.01666 0.00504
C 0.92930 -3.06751 1.19960
C -1.87069 3.57757 1.83391
C -2.78793 -1.19040 0.35686
C 1.02587 -3.67458 2.59880
C 2.75771 2.10862 -0.73471
C 0.06129 -3.89475 0.26527
C 0.07091 2.21423 1.41877
H -2.22611 -2.32205 -2.57981
H -2.91589 -2.27289 0.22095
H 0.43809 -4.92266 0.22752
H 1.42035 -4.69580 2.56898
H -2.20845 -1.03057 1.27405
H 1.95003 0.02770 -3.82601
H 1.40247 0.97330 2.59861
H -3.37596 1.38275 -1.30517
H 3.28272 1.66859 -1.59206
H -1.72173 1.61702 -2.13941
H 1.68131 -3.06655 3.22777
H 4.02122 -0.64632 0.04303
H -3.77552 -0.71884 0.45193
H -0.80039 2.43989 -3.93187
H 1.23746 -0.10386 -2.38280
H -0.04268 3.62089 3.03569
H -3.50084 3.22048 0.41737
H -2.40377 4.32758 2.41583
H -0.97626 -3.91361 0.62099
H 4.25444 0.43926 1.45910
H 3.14382 -0.98656 1.56949
H 2.12689 2.51205 2.05274
H -2.12079 -0.74645 -3.42204
H 3.44116 2.75294 -0.16314
H -3.62865 -1.21093 -2.56655
H 0.03183 -3.69269 3.06012
H 1.91327 2.70635 -1.10274
H 0.26702 1.34558 -3.25961
H 0.07532 -3.48319 -0.74785
H 1.95604 -3.09449 0.78355
```

---

DFT (ωB97M-V/def2-TZVPD) results for 17 unconnected molecules or ions with the total composition C3H39O17 at a distorted geometry.

Output
spin multiplicity: 1
max |F|: 3.24 eV/A
frontier orbital gap: 7.17 eV
HOMO energy: -5.9041 eV
net charge: -1
ΔE to the lowest compared entry with this formula, charge and spin: 2.6990 eV
E_LUMO: 1.26 eV

Geometry as XYZ:
```
59
C3H39O17 (ωB97M-V/def2-TZVPD)
O 3.66818 0.79860 2.11482
O -2.87204 -2.57207 -2.29856
O 4.00406 -2.56656 -2.17764
O -3.53803 -0.18775 -1.38772
O -2.10801 -3.09210 0.57762
O -2.89381 1.76632 2.68523
O 0.52341 -3.04045 -0.16753
O -0.32598 4.05194 1.48763
O 3.08091 -1.61161 0.18865
O 1.35187 -3.93471 -2.42578
O 0.86950 -0.30651 0.11361
O 0.57528 1.47987 2.07984
O -3.52427 2.15167 0.08999
O 2.85679 1.48016 -0.28034
O 2.46444 3.92543 1.11019
O 0.30588 -1.37550 2.84941
O -1.93056 -0.57575 1.62749
C -0.02741 -0.00086 -0.93138
C -0.39082 1.48941 -0.77198
C 0.55792 -0.42190 -2.23003
H 0.55187 -4.07812 -2.88509
H -1.11861 1.80557 -1.48288
H 0.56076 4.19352 1.15844
H -1.39114 -0.31729 0.85981
H 0.51599 -2.05901 -0.11789
H -2.10530 0.25588 2.14104
H -3.00330 -3.19531 0.31335
H 3.01786 -2.39416 -0.31609
H 3.21345 1.02625 1.29391
H 3.38359 3.83323 1.33911
H 2.04148 1.00320 -0.52405
H 2.22857 -1.14933 0.10289
H 0.01858 2.21621 1.75624
H 3.60158 -0.11304 2.08853
H 0.66123 0.95298 1.27894
H 1.07589 -1.33722 -2.23760
H -0.31668 -0.75124 2.39979
H -3.18227 3.06984 0.03344
H -3.81945 1.67546 2.84413
H -0.15575 -0.41425 -2.99027
H 1.05350 -3.50775 -1.65776
H -0.39279 -3.13600 -0.24112
H -2.79663 -1.67222 -2.55777
H 4.21421 -1.65732 -1.96046
H 1.14321 -1.27782 2.40024
H 3.56245 0.92018 -0.60807
H 2.23409 3.19267 0.54031
H 3.14164 -2.58251 -2.53721
H -0.93830 -0.49986 -0.76960
H 1.31364 0.34348 -2.57557
H -4.47465 2.38502 -0.01705
H -2.02246 -2.18154 0.85674
H 0.52765 2.12598 -0.73000
H -2.91396 1.99270 1.75542
H -4.50540 -0.19440 -1.33513
H -0.21776 4.30008 2.42235
H -3.37923 0.69581 -1.09009
H -3.16125 -2.57296 -1.38225
H -0.81364 1.64568 0.17777
```

---

What is the formula in the second record? C5H8N4